# 1
C31H26BCrF4N9SSe as an isolated structure. Source: the OMol25 dataset; level of theory: ωB97M-V/def2-TZVPD.

Structure (XYZ):
```
74
Properties=species:S:1:pos:R:3:forces:R:3
H 0.79034 -3.70278 0.71186 0.00 0.04 0.01
N 0.53228 2.59144 0.06552 -0.11 0.17 0.10
H 2.20298 0.63009 3.82523 0.02 -0.01 -0.04
Cr -0.15286 -1.05066 -0.53468 0.53 0.60 -0.66
C -4.52460 0.56316 0.59843 -0.09 -0.04 0.07
N -4.73417 -3.40885 3.40273 0.02 0.02 -0.04
C 2.56047 -1.00967 0.37152 -0.04 -0.11 -0.09
C -3.74989 1.34199 -0.23124 -0.08 0.05 0.03
C -4.68948 -1.50220 2.05354 0.23 0.04 -0.12
H -0.11233 2.53378 2.05797 -0.02 0.01 -0.02
H 4.68038 -1.02839 0.74636 -0.02 0.01 0.06
C -0.72139 -4.39756 2.08910 0.02 -0.07 0.05
H 1.59352 5.71032 1.99202 0.01 0.02 0.02
H 1.57446 4.08546 2.70257 0.00 -0.01 0.01
C 3.70165 -0.74826 1.12167 0.08 0.03 -0.02
C -2.43633 0.96626 -0.48675 0.19 0.06 0.03
N -0.04437 4.52704 1.44305 0.08 0.01 -0.08
C -1.98033 -4.15139 2.59401 -0.06 -0.03 0.06
H -5.54973 0.82565 0.83107 0.05 0.00 0.00
H 0.92753 3.05453 -1.94173 -0.02 -0.01 -0.01
C 1.94156 2.78333 0.45517 -0.04 0.03 -0.06
F 0.37003 0.43939 -1.81303 0.03 -0.18 0.03
H -0.14919 -5.25997 2.40167 -0.03 0.02 -0.01
C -0.18165 -3.52672 1.15261 0.00 -0.05 -0.10
H -0.06567 6.34533 0.40362 -0.01 0.01 0.00
N -1.91091 -0.13664 0.03388 -0.13 -0.07 0.07
H 2.18685 6.01457 -0.29108 0.01 0.02 -0.01
C 1.37806 4.65984 1.79491 -0.04 -0.03 -0.09
H 2.26012 -5.09863 -5.56160 -0.01 -0.01 0.05
C 3.56871 -0.14442 2.36278 0.03 -0.02 -0.03
F 0.58505 -0.45682 -3.94939 -0.26 0.11 0.22
H 4.44627 0.05884 2.96177 -0.01 0.00 -0.01
N -0.83182 -2.44162 0.74093 -0.41 -0.35 0.29
C -0.30440 3.11797 1.15298 0.11 0.08 -0.02
C -0.27635 5.29307 0.20880 0.07 -0.08 0.03
C 0.42130 -3.57792 -3.14950 -0.08 -0.02 -0.02
H -4.14116 2.24196 -0.68371 0.00 -0.01 0.01
C -3.97824 -0.60266 1.14548 -0.20 -0.02 0.14
C 2.30538 0.18016 2.84402 -0.03 -0.07 0.06
C 2.78379 -3.17126 -2.86430 0.09 0.05 0.01
C 0.29151 3.41679 -1.13306 0.04 0.03 0.12
C 2.53943 -1.78729 -0.86975 -0.08 0.06 0.13
H -0.60268 -3.43451 -2.83303 -0.01 0.02 -0.03
C -2.05097 -2.17533 1.26048 0.10 0.32 -0.16
C 1.97060 4.96355 -0.48509 -0.06 -0.07 0.06
H -1.35851 3.00862 0.87886 0.01 0.02 0.02
H 2.57733 2.42288 -0.35710 0.00 -0.01 0.00
H -1.32547 5.19400 -0.07803 -0.01 0.00 0.00
B -0.32564 0.05068 -3.07736 0.03 0.09 -0.20
N -5.91505 -1.29943 2.45089 0.04 -0.02 -0.01
F -1.06671 1.10601 -3.50900 0.11 -0.19 0.12
H 2.61291 4.61531 -1.29525 0.01 0.00 -0.01
H -2.44374 -4.81267 3.31625 0.02 0.01 -0.05
F -1.18820 -0.99581 -2.52989 0.14 -0.23 0.12
C -2.67744 -0.92680 0.81256 0.28 -0.19 -0.06
N 2.26279 4.18460 0.72618 -0.10 0.04 -0.07
C -2.67314 -3.01867 2.16423 -0.21 -0.02 0.08
C 0.72617 -4.34529 -4.25349 0.00 -0.01 0.02
C 1.28567 -0.64794 0.82187 -0.21 0.19 0.11
H 2.14549 2.19418 1.34981 -0.01 0.08 -0.07
H 4.12037 -4.07149 -4.30152 -0.03 0.01 0.00
Se -6.31602 -2.62813 3.55002 -0.40 -0.10 0.27
C 1.17086 -0.06100 2.07447 -0.05 -0.10 -0.02
N 0.56734 4.83417 -0.89883 0.03 -0.04 0.08
C 2.05095 -4.51133 -4.67704 -0.02 0.00 -0.03
H 0.19600 0.21615 2.46649 0.05 -0.01 -0.03
H -0.07247 -4.82567 -4.80385 0.03 0.04 0.00
C 3.09475 -3.93390 -3.98483 0.06 -0.03 -0.02
S 3.86710 -2.34668 -1.78138 0.16 -0.01 -0.02
C 1.46689 -2.97047 -2.46060 -0.01 0.13 0.22
N 1.36387 -2.15798 -1.32658 0.03 -0.25 -0.31
H -0.75289 3.31219 -1.44180 0.03 0.04 -0.02
C -4.03365 -2.67636 2.58160 0.20 0.07 -0.15
H -1.78329 1.55986 -1.11447 -0.04 -0.09 0.00
```
Forces are in eV/Å.

Summary:
Energy relative to the best compared isomer or geometry (same formula, charge and spin) (eV): 0.072
2S+1: 4
Total charge: +1
E_tot (Eh): -5958.2664
Frontier orbital gap (spin up / spin down) (eV): 6.6 / 6.4
HOMO level (spin up / spin down) (eV): -10.55 / -10.55

The net atomic charges from Mulliken, expressed in e, are: atom 1 (H): 0.5272, atom 2 (N): 0.8886, atom 3 (H): 0.4603, atom 4 (Cr): -0.7126, atom 5 (C): -0.8515, atom 6 (N): -0.8349, atom 7 (C): 0.1766, atom 8 (C): -1.0712, atom 9 (C): 0.8584, atom 10 (H): 0.2039, atom 11 (H): 0.4904, atom 12 (C): -1.0963, atom 13 (H): 0.3550, atom 14 (H): 0.3317, atom 15 (C): -0.6426, atom 16 (C): -0.3541, atom 17 (N): 0.0457, atom 18 (C): -0.6948, atom 19 (H): 0.5558, atom 20 (H): 0.3038, atom 21 (C): -0.6215, atom 22 (F): 0.0990, atom 23 (H): 0.4700, atom 24 (C): -0.3490, atom 25 (H): 0.3605, atom 26 (N): 0.8648, atom 27 (H): 0.3469, atom 28 (C): -0.7358, atom 29 (H): 0.4135, atom 30 (C): -0.7625, atom 31 (F): -0.3288, atom 32 (H): 0.4129, atom 33 (N): 0.8810, atom 34 (C): -0.7237, atom 35 (C): -0.7517, atom 36 (C): -0.3487, atom 37 (H): 0.5464, atom 38 (C): 0.3312, atom 39 (C): -0.9494, atom 40 (C): 1.1952, atom 41 (C): -0.7761, atom 42 (C): 0.1988, atom 43 (H): 0.4218, atom 44 (C): -0.1301, atom 45 (C): -0.7078, atom 46 (H): 0.2516, atom 47 (H): 0.1810, atom 48 (H): 0.3274, atom 49 (B): 0.1997, atom 50 (N): -0.8339, atom 51 (F): -0.3498, atom 52 (H): 0.3570, atom 53 (H): 0.5651, atom 54 (F): -0.3291, atom 55 (C): 0.1835, atom 56 (N): 0.0913, atom 57 (C): 0.2716, atom 58 (C): -0.8610, atom 59 (C): 1.4816, atom 60 (H): 0.0698, atom 61 (H): 0.4357, atom 62 (Se): 0.3146, atom 63 (C): -0.6523, atom 64 (N): 0.0567, atom 65 (C): -0.5634, atom 66 (H): 0.4543, atom 67 (H): 0.4330, atom 68 (C): -0.7727, atom 69 (S): -0.3255, atom 70 (C): -0.9349, atom 71 (N): 1.4456, atom 72 (H): 0.1226, atom 73 (C): 0.8334, atom 74 (H): 0.2508

---

# 2
A 2-piece molecular cluster, C3H6N2O overall. Source: the OMol25 dataset; level of theory: ωB97M-V/def2-TZVPD.

Structure (XYZ):
```
12
Properties=species:S:1:pos:R:3:forces:R:3
H -2.06938 1.10725 0.08675 0.53 -0.23 -0.12
O 0.49532 -1.79684 2.63785 1.10 -0.21 0.29
H 1.13888 -1.27518 3.16884 -0.65 -0.60 -0.50
H 0.91531 -2.68107 2.53788 -0.44 0.93 0.10
H 0.10626 -0.36251 0.75953 -0.53 0.31 -0.38
N -0.09032 0.10830 -0.12716 -0.55 0.64 0.04
H -1.49547 1.89099 -2.50061 0.36 -0.15 0.36
N 0.43383 0.89507 -2.13627 -1.54 -0.42 -0.31
C 0.81117 0.12003 -1.15395 -0.17 1.16 0.89
H 1.81088 -0.26934 -0.96139 -0.34 -0.11 -0.50
C -1.16906 0.94984 -0.50718 0.60 -1.26 -0.63
C -0.88746 1.31348 -1.80426 1.63 -0.07 0.75
```
Forces are in eV/Å.

Summary:
Energy relative to the best compared isomer or geometry (same formula, charge and spin) (eV): 1.028
SMILES string: c1c[nH]cn1.O
2S+1: 1
Total charge: 0
E_tot (Eh): -302.6553
Frontier orbital gap (eV): 9.2
HOMO level (eV): -8.81

The net atomic charges from natural (NBO), expressed in e, are: atom 1 (H): 0.2221, atom 2 (O): -0.9522, atom 3 (H): 0.4771, atom 4 (H): 0.4805, atom 5 (H): 0.4365, atom 6 (N): -0.5481, atom 7 (H): 0.2134, atom 8 (N): -0.4663, atom 9 (C): 0.1688, atom 10 (H): 0.1904, atom 11 (C): -0.1157, atom 12 (C): -0.1064

---

# 3
A 2-piece molecular cluster, C4H7NO overall. Source: the OMol25 dataset; level of theory: ωB97M-V/def2-TZVPD.

Structure (XYZ):
```
13
Properties=species:S:1:pos:R:3:forces:R:3
H 2.78720 -2.06313 -0.60672 -2.45 2.04 1.09
O -0.57013 0.88110 0.31710 -1.81 0.04 -1.06
C 1.86188 -1.43237 -0.10737 0.84 -2.90 -0.50
H -1.94405 0.40910 1.49577 -0.65 -0.25 -1.38
C 1.78943 -0.13092 -0.05241 1.65 -0.37 0.61
H -2.39978 0.07032 -1.46643 -0.37 -0.31 1.06
C -2.66298 -0.03895 -0.38879 2.26 1.28 -0.22
H 1.06890 -2.14064 0.33125 1.21 1.40 -0.56
H 2.31019 1.75346 0.76268 0.45 0.38 0.73
N -1.75886 0.44853 0.45378 -0.85 -1.03 1.62
H -3.56651 -0.50254 -0.01965 0.16 0.27 0.13
H 1.21978 1.57502 -0.72533 -0.19 1.24 -0.68
C 1.86492 1.17102 0.00612 -0.24 -1.78 -0.84
```
Forces are in eV/Å.

Summary:
Energy relative to the best compared isomer or geometry (same formula, charge and spin) (eV): 6.177
SMILES string: C=[NH+][O-].C=C=C
2S+1: 1
Total charge: 0
E_tot (Eh): -286.4046
Frontier orbital gap (eV): 9.4
HOMO level (eV): -8.63

The net atomic charges from natural (NBO), expressed in e, are: atom 1 (H): 0.2242, atom 2 (O): -0.5202, atom 3 (C): -0.5322, atom 4 (H): 0.3643, atom 5 (C): 0.1132, atom 6 (H): 0.2108, atom 7 (C): -0.2434, atom 8 (H): 0.2157, atom 9 (H): 0.2217, atom 10 (N): -0.0233, atom 11 (H): 0.2094, atom 12 (H): 0.2351, atom 13 (C): -0.4753